1.
{"formula": "C4H4O3", "method": "the ωB97M-V functional and the def2-TZVPD basis", "e_above_lowest_kj_mol": 123.9, "orbital_gap_ev": 8.795, "total_energy_ha": -380.49985, "lumo_ev": -1.00, "smiles": "CC(=O)C(=O)C=O", "homo_ev": -9.791, "symbols": ["H", "H", "C", "O", "C", "H", "C", "O", "C", "O", "H"], "coordinates": [[0.753, -2.029, 0.277], [-0.588, -1.326, 1.195], [-0.248, -0.413, -0.700], [-0.887, -0.279, -1.717], [0.028, 1.929, 0.399], [-0.940, -2.375, -0.213], [0.684, 0.732, -0.287], [-1.121, 1.889, 0.759], [-0.261, -1.622, 0.190], [1.876, 0.709, -0.481], [0.704, 2.787, 0.579]], "atomic_forces_ev_per_a": [[-0.12, 0.08, -0.02], [0.05, -0.03, -0.13], [-0.20, -0.11, -0.32], [0.28, -0.03, 0.45], [-0.45, 0.09, 0.20], [0.10, 0.11, 0.04], [0.47, 0.00, -0.11], [0.58, 0.01, -0.16], [-0.05, -0.06, -0.02], [-0.57, -0.01, 0.12], [-0.09, -0.06, -0.05]], "mulliken_charge": [0.33, 0.31, 0.71, -0.51, 0.04, 0.29, 0.41, -0.43, -1.02, -0.49, 0.36]}

=====

2.
{"formula": "C4H4O3S", "method": "the ωB97M-V functional and the def2-TZVPD basis", "e_above_lowest_kj_mol": 426.6, "orbital_gap_ev": 7.177, "total_energy_ha": -778.58178, "lumo_ev": -1.96, "homo_ev": -9.137, "symbols": ["H", "C", "C", "H", "C", "O", "O", "S", "H", "H", "C", "O"], "coordinates": [[-1.006, 0.135, -1.246], [1.212, 0.466, 0.009], [-0.145, 0.889, 0.445], [-0.171, 1.974, -0.021], [-0.557, -1.627, 0.013], [-1.348, -2.523, -0.223], [1.845, 0.598, -1.126], [2.808, 0.764, 0.356], [-0.023, 0.901, 1.587], [-2.184, 0.150, 0.070], [-1.094, -0.079, -0.239], [0.662, -1.649, 0.376]], "atomic_forces_ev_per_a": [[-0.07, 0.10, -2.34], [-1.38, -1.47, 0.21], [1.54, 1.29, 0.14], [-0.28, -1.82, 1.18], [-1.87, 1.68, -0.74], [0.70, 0.18, 0.35], [-0.48, -0.31, 0.02], [1.41, 0.01, 0.46], [-0.92, 0.06, -1.67], [1.77, -0.84, -0.43], [-1.42, -0.59, 3.12], [1.00, 1.71, -0.32]], "mulliken_charge": [0.30, 0.61, -0.20, 0.28, 0.66, -0.61, -0.32, -0.01, 0.28, 0.30, -0.71, -0.57]}